# 1
Entry from the OMol25 dataset: a cluster of 2 separate species, C2H5Cl2N in total (ωB97M-V/def2-TZVPD).

- HOMO level (eV) = -8.986
- LUMO (eV) = 0.075

Structure (XYZ):
```
10
Properties=species:S:1:pos:R:3:forces:R:3
C -0.7346 -1.2112 0.6333 -1.106 -0.542 2.838
C 0.3152 0.0186 0.7789 -2.606 -1.309 -4.997
H -1.1987 -1.8187 -1.5736 -1.483 3.060 4.399
H -2.9312 -0.6931 -0.6560 5.615 -1.663 0.433
H -0.3484 -2.3774 0.7828 -0.404 3.414 -0.467
H -1.3324 -0.9686 1.6903 0.676 -0.960 -2.981
H 0.6247 0.3127 1.7048 0.626 0.656 2.450
N -1.4732 -1.0111 -0.6282 -3.134 -2.327 -3.336
Cl 1.6669 -0.2669 -0.2888 0.946 -0.247 0.038
Cl -0.6072 1.4303 -0.0655 0.870 -0.080 1.624
```
Forces are in eV/Å.

***

# 2
Entry from the OMol25 dataset: the ion C4H5IN3O2 with charge +1 (ωB97M-V/def2-TZVPD).

- net charge = +1
- HOMO level (eV) = -13.995
- LUMO (eV) = -5.623

Structure (XYZ):
```
15
Properties=species:S:1:pos:R:3:forces:R:3
C -1.1796 0.2586 -1.0165 -0.228 -1.725 -2.746
C -1.3851 0.8018 0.1298 3.175 0.319 3.212
C 0.8858 -0.4640 -0.1592 1.740 -0.002 0.112
C 2.1737 -1.2409 -0.2279 -1.424 -0.068 2.500
N 0.5626 0.2531 0.8194 -4.378 2.496 1.245
N 0.0016 -0.4469 -1.1601 -1.483 0.769 0.680
N -2.3483 1.4600 0.9696 0.228 -1.173 -1.698
O -3.3959 1.2995 0.3929 -1.179 0.343 -0.158
O -2.1109 1.9989 1.9848 0.653 0.589 1.191
I 1.2609 0.7708 2.6574 0.025 -0.434 -0.670
H -1.8401 0.1452 -1.9269 0.418 0.580 1.473
H 2.9821 -0.5163 -0.4338 -0.159 -0.894 -0.444
H 2.2619 -1.5452 0.9136 0.342 0.029 -2.517
H 1.8983 -2.0880 -0.8857 1.344 0.307 0.282
H 0.2330 -0.6865 -2.0573 0.926 -1.135 -2.464
```
Forces are in eV/Å.

***

# 3
Entry from the OMol25 dataset: the ion C5H9N with charge -1 (ωB97M-V/def2-TZVPD).

- net charge = -1
- HOMO level (alpha / beta) (eV) = -0.964 / -0.763
- spin multiplicity = 2
- LUMO (alpha / beta) (eV) = 4.665 / 4.632

Structure (XYZ):
```
15
Properties=species:S:1:pos:R:3:forces:R:3
C -0.8522 0.9131 1.3786 1.836 -1.631 0.230
N -1.0405 -0.5672 -2.0672 0.316 -1.063 0.944
C -0.6816 0.2954 -0.9784 2.271 1.194 0.023
C -0.5645 -0.2326 0.3833 -0.863 0.074 0.815
C 2.0764 0.0849 0.4412 -1.728 0.202 -0.981
C 0.8081 -0.2715 -0.2413 -0.426 -0.734 -0.793
H -0.3375 0.6127 2.3035 -0.216 0.267 0.347
H -0.2783 1.7614 0.9801 -0.914 0.139 0.213
H -1.9179 1.0127 1.5730 -0.019 0.463 -0.271
H -2.0265 -0.7011 -2.1757 0.066 -0.041 -0.536
H -0.3835 -0.7276 -2.8029 -0.343 0.148 -0.356
H -0.8428 -1.2429 0.7245 -0.708 0.227 -0.121
H 2.5608 0.9686 0.1152 0.783 0.909 0.346
H 2.5525 -0.6481 1.0851 0.168 0.074 -0.230
H 0.9275 -1.2578 -0.7191 -0.223 -0.228 0.370
```
Forces are in eV/Å.

***

# 4
Entry from the OMol25 dataset: a cluster of 2 separate species, C5H11O5 in total (ωB97M-V/def2-TZVPD).

- HOMO level (alpha / beta) (eV) = -8.691 / -9.735
- spin multiplicity = 2
- LUMO (alpha / beta) (eV) = 0.139 / -0.107

Structure (XYZ):
```
21
Properties=species:S:1:pos:R:3:forces:R:3
H -3.8469 1.3578 -0.5155 -0.049 0.149 0.095
O -3.8042 1.1517 0.4274 0.381 -0.373 -0.582
C -2.5824 0.4840 0.6469 0.111 -0.229 0.818
C -2.0748 -0.5983 -0.3435 2.242 2.269 -0.485
C -1.5737 -1.8239 0.3505 0.467 -0.763 0.592
C 1.2330 0.8738 0.9645 -0.763 -1.758 -0.268
C 1.8963 -0.3034 0.2537 -1.487 0.218 1.889
O 3.2614 -0.2906 0.6529 0.102 -0.404 -1.876
O 3.9703 -0.2790 -0.6328 1.250 0.534 1.154
H 4.7989 0.1589 -0.3113 -0.828 -0.484 -0.616
O 0.8266 1.9280 0.2367 -0.198 0.439 -0.909
H 0.4287 1.4923 -0.5358 0.056 0.819 -0.472
O -1.6278 -0.2262 -1.4298 -1.290 -0.876 0.863
H -1.7238 1.1918 0.7833 -0.496 -0.308 -0.519
H -2.6330 -0.0146 1.6146 -0.526 0.108 0.103
H -1.0545 -1.4291 1.2744 -0.837 -0.510 -0.601
H -2.4028 -2.5326 0.6415 1.057 0.659 -0.226
H -0.7362 -2.2841 -0.2158 -0.989 -0.072 0.022
H 0.4326 0.5449 1.6216 0.272 0.133 0.976
H 1.4023 -1.1963 0.7202 0.656 0.321 -0.517
H 1.6565 -0.3289 -0.8332 0.869 0.128 0.558
```
Forces are in eV/Å.

***

Summary of DFT total energy in hartree
-1054.162841 -767.360866 -250.459291 -573.071231
(order as listed above)
Summary of energy above the lowest of the compared OMol25 structures with the same formula, charge and spin in kJ/mol
446.8 317.6 326.9 65.7
(order as listed above)